(1)
This record from the OMol25 dataset describes a cluster of 9 separate species, C52H125N7O16 in total in a non-equilibrium geometry. The level of theory is ωB97M-V with the def2-TZVPD basis set.

```
200
Properties=species:S:1:pos:R:3
C -2.409 4.736 1.695
C -3.694 4.204 1.079
C -3.257 2.857 0.368
C -4.444 1.990 0.043
C -5.232 1.722 1.332
C -5.782 3.014 1.920
N -4.608 3.859 2.192
O -5.137 5.052 2.738
C -6.854 3.634 1.034
C -6.427 2.704 3.362
C -4.196 5.134 -0.026
H -2.019 4.041 2.450
H -2.589 5.732 2.171
H -1.598 4.922 0.943
H -2.520 3.118 -0.430
H -2.710 2.287 1.115
H -4.157 1.103 -0.497
H -5.035 2.527 -0.710
H -4.528 1.263 2.024
H -6.102 1.101 1.131
H -7.698 3.974 1.685
H -6.422 4.468 0.512
H -7.269 2.940 0.276
H -5.721 2.151 3.943
H -6.826 3.493 3.966
H -7.282 2.019 3.243
H -4.858 4.547 -0.669
H -3.278 5.442 -0.525
H -4.744 6.018 0.357
H -4.887 5.084 3.695
C 2.807 0.002 1.666
C 4.299 -0.064 1.985
C 4.923 -0.911 0.807
C 6.439 -0.795 0.868
C 6.821 0.661 0.551
C 6.284 1.651 1.654
N 4.857 1.301 1.763
O 4.314 2.117 2.905
C 7.051 1.562 2.934
C 6.416 3.109 1.174
C 4.518 -0.666 3.373
H 2.252 0.620 2.369
H 2.401 -1.018 1.634
H 2.702 0.553 0.728
H 4.629 -1.983 0.904
H 4.665 -0.460 -0.207
H 6.870 -1.399 0.093
H 6.941 -1.140 1.783
H 6.461 0.949 -0.465
H 7.914 0.845 0.516
H 8.083 2.011 3.010
H 6.445 1.942 3.776
H 7.181 0.483 3.263
H 7.476 3.431 1.049
H 5.948 3.345 0.225
H 6.004 3.801 1.912
H 3.925 -1.572 3.507
H 4.160 0.004 4.162
H 5.594 -0.906 3.538
H 3.673 2.708 2.521
C -0.482 2.780 -3.857
C -1.450 3.695 -3.105
O -0.756 4.529 -2.136
O -0.043 1.641 -3.136
H 0.365 3.349 -4.277
H -0.975 2.384 -4.784
H -2.180 3.038 -2.587
H -1.900 4.280 -3.847
H 0.098 4.125 -1.980
H 0.632 1.128 -3.640
C -0.699 -0.592 0.793
C -1.450 -0.369 -0.504
O -1.488 -1.536 -1.286
O -1.272 -1.592 1.648
H -0.699 0.339 1.357
H 0.344 -0.934 0.715
H -1.030 0.428 -1.047
H -2.485 -0.099 -0.190
H -1.794 -2.269 -0.687
H -0.834 -2.407 1.447
C 0.630 3.179 3.502
O 1.571 3.491 2.519
C 1.155 3.521 1.171
C 2.299 3.383 0.162
N 1.666 3.126 -1.167
C 2.619 3.124 -2.262
C 3.670 2.067 -2.127
O 4.663 2.093 -3.127
C 5.741 2.957 -2.841
H 0.026 2.334 3.157
H 0.041 4.036 3.837
H 1.198 2.814 4.363
H 0.644 4.489 0.934
H 0.443 2.707 1.008
H 2.957 2.562 0.539
H 2.925 4.266 0.147
H 1.033 2.328 -1.149
H 3.088 4.080 -2.186
H 2.052 3.146 -3.142
H 3.080 1.141 -2.234
H 4.134 2.032 -1.096
H 6.337 2.947 -3.772
H 6.366 2.604 -1.988
H 5.362 3.967 -2.600
C -4.591 -1.129 -2.892
O -4.555 -0.909 -4.271
C -3.533 -0.001 -4.698
C -2.247 -0.646 -5.245
N -1.489 -1.454 -4.360
C -2.014 -2.916 -4.317
C -0.768 -3.742 -4.689
O -0.985 -5.119 -4.918
C 0.228 -5.764 -5.060
H -4.657 -0.154 -2.371
H -3.743 -1.665 -2.472
H -5.459 -1.740 -2.732
H -3.529 0.674 -3.876
H -3.920 0.524 -5.544
H -1.672 0.207 -5.575
H -2.636 -1.254 -6.041
H -1.612 -1.126 -3.438
H -2.779 -3.093 -5.039
H -2.365 -3.280 -3.331
H -0.062 -3.620 -3.887
H -0.308 -3.346 -5.597
H 0.705 -5.891 -4.085
H 0.901 -5.256 -5.764
H 0.105 -6.751 -5.552
C 2.975 3.479 -5.834
O 2.163 2.325 -5.627
C 2.900 1.184 -5.882
C 1.878 -0.012 -5.971
N 1.310 -0.394 -4.688
C 2.225 -1.150 -3.803
C 1.612 -1.461 -2.484
O 2.651 -1.789 -1.470
C 3.395 -3.014 -1.719
H 3.836 3.504 -5.137
H 2.346 4.333 -5.663
H 3.315 3.426 -6.877
H 3.532 0.941 -5.050
H 3.522 1.191 -6.800
H 2.471 -0.875 -6.375
H 1.145 0.317 -6.703
H 0.428 -0.901 -4.705
H 3.121 -0.524 -3.674
H 2.565 -2.090 -4.335
H 1.072 -2.377 -2.608
H 1.008 -0.612 -2.102
H 4.240 -3.032 -1.029
H 3.858 -2.960 -2.684
H 2.682 -3.782 -1.612
C -4.557 -1.718 3.138
O -4.435 -2.817 2.254
C -4.561 -2.472 0.852
C -3.949 -3.551 -0.061
N -2.577 -3.754 0.329
C -1.968 -4.992 0.007
C -0.437 -4.832 0.092
O -0.145 -4.329 1.379
C 1.210 -3.972 1.626
H -4.614 -2.166 4.119
H -5.409 -1.098 2.959
H -3.659 -1.080 3.111
H -4.125 -1.507 0.701
H -5.683 -2.395 0.531
H -3.938 -3.256 -1.099
H -4.564 -4.490 0.002
H -2.385 -3.610 1.306
H -2.375 -5.238 -1.013
H -2.244 -5.744 0.714
H -0.057 -4.191 -0.664
H 0.014 -5.804 0.050
H 1.883 -4.859 1.704
H 1.157 -3.395 2.526
H 1.528 -3.301 0.850
C -0.778 -6.455 7.089
O -0.949 -5.100 6.612
C -1.711 -5.069 5.421
C -1.864 -3.665 4.796
N -0.636 -2.957 4.325
C 0.135 -2.355 5.401
C 0.803 -1.110 4.894
O 0.218 0.125 5.213
C -1.133 0.302 4.729
H -0.098 -7.065 6.424
H -1.747 -7.001 7.119
H -0.194 -6.456 8.038
H -2.686 -5.540 5.589
H -1.100 -5.647 4.754
H -2.366 -3.013 5.527
H -2.473 -3.767 3.922
H -0.906 -2.273 3.577
H 0.942 -3.070 5.674
H -0.539 -1.970 6.249
H 1.024 -1.211 3.814
H 1.806 -0.976 5.330
H -1.768 -0.498 5.075
H -1.158 0.195 3.608
H -1.567 1.240 5.035
```

The SMILES is CC1(C)CCCC(C)(C)N1O.CC1(C)CCCC(C)(C)N1O.COCCNCCOC.COCCNCCOC.COCCNCCOC.COCCNCCOC.COCCNCCOC.OCCO.OCCO. As for the spin multiplicity: 1. As for the HOMO-LUMO gap: 9.109 eV. Its HOMO energy is -8.58 eV. The calculation puts the energy relative to the best compared isomer or geometry (same formula, charge and spin) at 0.0 kcal per mole. Its charge is 0.

(2)
This record from the OMol25 dataset describes a structure of composition C52H127CuN8O16 in a non-equilibrium geometry. The level of theory is ωB97M-V with the def2-TZVPD basis set.

```
204
Properties=species:S:1:pos:R:3
Cu 3.192 4.071 -2.393
C -0.163 0.715 2.074
O 0.202 1.606 1.068
H 0.338 -0.253 2.074
H 0.157 1.103 3.041
H -1.247 0.609 2.127
C 7.413 -6.209 -6.169
C 7.255 -5.938 -4.608
C 6.332 -4.698 -4.511
C 5.770 -4.369 -3.129
C 4.964 -5.566 -2.643
C 5.784 -6.926 -2.619
N 6.426 -7.068 -4.008
O 7.030 -8.336 -4.238
C 6.804 -6.933 -1.520
C 4.796 -8.088 -2.350
C 8.643 -5.630 -4.010
H 7.670 -5.384 -6.834
H 6.492 -6.655 -6.546
H 8.012 -7.101 -6.351
H 6.881 -3.847 -4.913
H 5.509 -4.943 -5.182
H 5.181 -3.480 -3.356
H 6.506 -4.080 -2.379
H 4.045 -5.787 -3.186
H 4.662 -5.427 -1.605
H 6.270 -6.876 -0.571
H 7.355 -7.873 -1.541
H 7.417 -6.036 -1.433
H 4.331 -8.405 -3.284
H 5.376 -8.934 -1.981
H 4.066 -7.703 -1.639
H 9.199 -6.559 -3.878
H 8.614 -5.058 -3.082
H 9.316 -5.127 -4.703
H 6.656 -8.754 -5.017
C -1.218 -12.907 -2.456
O -2.510 -12.620 -1.928
C -3.392 -12.211 -3.013
C -4.580 -11.400 -2.487
N -4.247 -10.028 -1.987
C -3.372 -10.055 -0.797
C -3.347 -8.650 -0.235
O -4.684 -8.151 -0.015
C -4.570 -6.842 0.537
H -0.616 -13.208 -1.599
H -0.786 -12.040 -2.956
H -1.178 -13.735 -3.164
H -3.818 -13.087 -3.502
H -2.915 -11.726 -3.865
H -5.048 -12.009 -1.714
H -5.265 -11.218 -3.316
H -5.115 -9.686 -1.600
H -2.387 -10.309 -1.188
H -3.695 -10.765 -0.036
H -2.708 -8.003 -0.835
H -2.809 -8.624 0.713
H -4.135 -6.733 1.531
H -5.591 -6.464 0.583
H -4.023 -6.187 -0.141
C -1.847 -2.626 11.076
O -0.942 -3.320 10.338
C -0.716 -2.952 9.008
C 0.354 -3.850 8.472
N 1.666 -3.826 9.167
C 2.413 -2.600 8.784
C 3.069 -2.759 7.287
O 3.931 -1.625 7.061
C 4.526 -1.528 5.741
H -2.866 -2.634 10.692
H -1.416 -1.626 11.128
H -1.944 -2.875 12.133
H -0.336 -1.931 8.971
H -1.661 -3.039 8.470
H 0.600 -3.587 7.443
H -0.053 -4.858 8.553
H 1.505 -3.715 10.158
H 3.177 -2.425 9.541
H 1.767 -1.725 8.855
H 2.264 -2.870 6.561
H 3.657 -3.675 7.236
H 4.927 -2.450 5.318
H 5.301 -0.763 5.772
H 3.760 -1.234 5.023
C 6.756 4.714 -4.554
O 6.659 4.786 -3.135
C 7.891 5.171 -2.507
C 7.801 5.053 -0.935
N 6.667 5.903 -0.547
C 6.406 5.826 0.843
C 5.887 7.176 1.299
O 6.807 8.196 1.014
C 6.429 9.448 1.632
H 7.313 3.815 -4.817
H 7.362 5.514 -4.980
H 5.739 4.630 -4.937
H 8.177 6.193 -2.752
H 8.759 4.598 -2.832
H 8.735 5.350 -0.459
H 7.628 4.020 -0.631
H 6.896 6.862 -0.769
H 7.322 5.581 1.381
H 5.701 5.025 1.066
H 5.566 7.102 2.339
H 4.962 7.373 0.758
H 5.414 9.630 1.279
H 7.049 10.265 1.263
H 6.450 9.336 2.716
C 0.571 -9.035 -7.765
O -0.717 -8.524 -7.955
C -1.012 -7.532 -6.912
C -2.387 -6.854 -7.170
N -2.856 -6.191 -5.999
C -3.903 -5.212 -6.184
C -4.132 -4.505 -4.766
O -4.889 -3.294 -5.070
C -4.843 -2.327 -4.000
H 0.585 -9.861 -7.055
H 1.282 -8.294 -7.399
H 1.019 -9.327 -8.715
H -0.256 -6.748 -6.967
H -0.921 -8.012 -5.938
H -3.072 -7.663 -7.425
H -2.281 -6.271 -8.085
H -3.189 -6.873 -5.333
H -4.809 -5.490 -6.724
H -3.391 -4.486 -6.816
H -3.201 -4.210 -4.282
H -4.824 -5.002 -4.086
H -3.793 -2.048 -3.910
H -5.225 -2.787 -3.089
H -5.365 -1.450 -4.383
C -2.370 12.836 -1.531
O -1.615 12.881 -0.311
C -1.683 14.070 0.387
C -0.895 13.933 1.744
N -1.229 12.666 2.453
C -2.529 12.495 3.006
C -2.724 11.008 3.355
O -2.489 10.344 2.097
C -2.964 8.987 1.973
H -2.005 13.506 -2.310
H -3.458 12.881 -1.506
H -2.220 11.837 -1.942
H -2.666 14.430 0.690
H -1.216 14.881 -0.173
H -0.991 14.806 2.390
H 0.158 13.731 1.544
H -1.045 11.950 1.766
H -3.317 12.587 2.258
H -2.761 13.107 3.878
H -3.664 10.802 3.868
H -2.039 10.710 4.149
H -2.652 8.436 2.860
H -2.468 8.687 1.049
H -4.042 9.071 1.837
C -9.508 2.504 8.479
O -8.133 2.528 8.090
C -7.517 3.725 7.823
C -7.108 4.532 9.087
N -8.217 5.108 9.761
C -7.842 6.087 10.784
C -8.995 6.524 11.719
O -10.030 7.149 10.964
C -11.004 7.621 11.884
H -9.985 3.406 8.861
H -9.683 1.809 9.300
H -10.050 2.160 7.598
H -8.119 4.284 7.107
H -6.708 3.208 7.307
H -6.488 5.389 8.826
H -6.573 3.909 9.803
H -8.733 5.407 8.946
H -7.400 6.982 10.346
H -7.131 5.553 11.415
H -8.544 7.216 12.429
H -9.282 5.677 12.342
H -10.686 8.630 12.145
H -11.163 6.977 12.749
H -11.931 7.855 11.361
C 1.635 5.707 -7.489
O 1.369 5.247 -6.190
C -0.035 4.819 -6.001
C -0.343 3.430 -6.526
N 0.367 2.398 -5.826
C 0.207 1.067 -6.422
C 1.038 0.860 -7.723
O 0.223 1.023 -8.863
C 0.868 0.738 -10.140
H 1.609 4.900 -8.221
H 2.614 6.156 -7.659
H 0.819 6.358 -7.804
H -0.658 5.666 -6.289
H -0.144 4.786 -4.917
H -0.057 3.362 -7.575
H -1.414 3.231 -6.471
H 0.005 2.416 -4.883
H -0.791 0.632 -6.476
H 0.673 0.321 -5.777
H 1.250 -0.207 -7.774
H 1.945 1.451 -7.852
H 1.860 1.190 -10.134
H 0.365 1.338 -10.898
H 1.161 -0.257 -10.475
```

As for the spin multiplicity: 1. As for the HOMO-LUMO gap: 2.700 eV. Its HOMO energy is -5.71 eV. The calculation puts the energy relative to the best compared isomer or geometry (same formula, charge and spin) at 174.8 kcal per mole. Its charge is 0.